Record 1
C5H8O | ωB97M-V with the def2-TZVPD basis set

Summary:
E_tot in eV: -7359.228
HOMO level in eV: -9.9
SMILES string: C=C1CC1.C=O
Largest force on an atom in eV/A: 0.9

The geometry in ORCA input format:
```
! wB97M-V def2-TZVPD RIJCOSX def2/J DEFGRID3
* xyz 0 1
O -0.11 1.93 -1.59
C -0.98 1.10 -1.49
C -0.65 -1.47 -0.23
C 0.15 -0.61 0.39
C 0.40 0.26 1.54
C 1.50 -0.05 0.53
H -1.17 0.35 -2.27
H -1.66 -1.67 0.13
H -0.29 -2.06 -1.07
H -1.75 1.12 -0.69
H -0.01 1.27 1.55
H 0.45 -0.21 2.52
H 1.81 0.76 -0.13
H 2.31 -0.72 0.81
*
```

Here are the natural (NBO) charges for atoms 1 to 8, given in e: -0.5344, 0.2827, -0.4105, 0.0183, -0.4539, -0.4533, 0.1119, 0.2034

---

Record 2
C5H8O | ωB97M-V with the def2-TZVPD basis set

Summary:
E_tot in eV: -7360.294
HOMO level in eV: -9.6
SMILES string: CC#C[C@@H](C)O
Largest force on an atom in eV/A: 0.6

The geometry in ORCA input format:
```
! wB97M-V def2-TZVPD RIJCOSX def2/J DEFGRID3
* xyz 0 1
C -1.02 1.23 2.31
C -0.56 0.78 1.01
C -0.15 0.46 -0.07
C 0.10 -0.27 -1.31
C 1.57 -0.61 -1.47
O -0.60 -1.51 -1.25
H -0.31 1.97 2.69
H -1.08 0.40 3.01
H -2.00 1.70 2.20
H -0.25 0.34 -2.15
H 1.92 -1.20 -0.61
H 1.68 -1.21 -2.38
H 2.17 0.30 -1.55
H -1.53 -1.31 -1.08
*
```

Here are the natural (NBO) charges for atoms 1 to 8, given in e: -0.6831, 0.0104, -0.0621, 0.0310, -0.6047, -0.7035, 0.2387, 0.2369

---

Record 3
C5H8O | ωB97M-V with the def2-TZVPD basis set

Summary:
E_tot in eV: -7360.403
HOMO level in eV: -9.6
SMILES string: CC#CCCO
Largest force on an atom in eV/A: 0.5

The geometry in ORCA input format:
```
! wB97M-V def2-TZVPD RIJCOSX def2/J DEFGRID3
* xyz 0 1
C -0.33 0.72 -2.68
C 0.04 0.15 -1.38
C 0.36 -0.35 -0.33
C 0.70 -0.92 0.98
C 0.15 -0.05 2.11
O -1.25 0.09 2.04
H -0.85 1.68 -2.55
H 0.55 0.89 -3.30
H -1.01 0.04 -3.22
H 0.26 -1.93 1.06
H 1.78 -1.03 1.07
H 0.37 -0.52 3.08
H 0.65 0.93 2.09
H -1.45 0.42 1.15
*
```

Here are the natural (NBO) charges for atoms 1 to 8, given in e: -0.6824, 0.0000, -0.0469, -0.4962, -0.0437, -0.7136, 0.2347, 0.2357

---

Number 1: E_LUMO 0.036 Eh. Number 2: E_LUMO 0.032 Eh. Number 3: E_LUMO 0.033 Eh.